Record 1
One molecule with the formula C3H5FO at a distorted geometry. Source: the OMol25 dataset; level of theory: ωB97M-V/def2-TZVPD.

As for the largest force on an atom: 4.4 eV/Å. Its lowest unoccupied orbital energy is 1.0 eV. As for the charge: 0. The value obtained for the HOMO-LUMO gap is 0.42289 Eh. The value obtained for the total energy is -292.245461 hartree. The energy above the lowest of the compared OMol25 structures with the same formula, charge and spin is 94.7 kcal per mole.

Last column: natural (NBO) charge in e.
Cartesian coordinates (Å):
F: -0.34 -1.91 1.12  -0.39
O: 0.53 0.84 -1.17  -0.53
C: 1.19 0.70 0.14  -0.15
C: -0.92 -0.95 0.08  -0.02
C: -0.31 0.57 0.11  -0.02
H: -2.12 -0.98 -0.11  0.21
H: -1.03 1.60 0.36  0.23
H: -0.37 -1.32 -0.97  0.21
H: 2.00 -0.31 0.11  0.24
H: 1.36 1.76 0.34  0.22

---

Record 2
One molecule with the formula C3H5FO at a distorted geometry. Source: the OMol25 dataset; level of theory: ωB97M-V/def2-TZVPD.

As for the largest force on an atom: 8.0 eV/Å. Its lowest unoccupied orbital energy is 1.1 eV. As for the charge: 0. The value obtained for the HOMO-LUMO gap is 0.42842 Eh. The value obtained for the total energy is -292.266461 hartree. The energy above the lowest of the compared OMol25 structures with the same formula, charge and spin is 81.5 kcal per mole.

Last column: natural (NBO) charge in e.
Cartesian coordinates (Å):
F: 0.03 -1.40 1.08  -0.39
O: 0.00 1.12 -1.10  -0.50
C: -0.05 -1.08 -0.29  0.02
C: -0.61 0.33 -0.18  0.04
C: 0.53 1.28 0.33  -0.17
H: -1.50 0.61 -0.02  0.17
H: 1.59 0.70 0.68  0.23
H: 1.04 -0.90 -0.66  0.19
H: -0.62 -2.14 -0.80  0.19
H: 0.05 2.18 0.68  0.21

---

Record 3
One molecule with the formula C3H5FO at a distorted geometry. Source: the OMol25 dataset; level of theory: ωB97M-V/def2-TZVPD.

As for the largest force on an atom: 4.7 eV/Å. Its lowest unoccupied orbital energy is 1.0 eV. As for the charge: 0. The value obtained for the HOMO-LUMO gap is 0.41015 Eh. The value obtained for the total energy is -292.355587 hartree. The energy above the lowest of the compared OMol25 structures with the same formula, charge and spin is 25.6 kcal per mole.

Last column: natural (NBO) charge in e.
Cartesian coordinates (Å):
F: -1.57 0.76 0.35  -0.38
O: -1.48 -1.35 -0.33  -0.71
C: -0.79 -0.41 0.34  0.44
C: 0.59 -0.06 -0.31  -0.25
C: 1.47 0.91 0.10  -0.37
H: -2.13 -0.82 -0.97  0.49
H: -0.78 -0.90 1.39  0.15
H: 1.50 1.53 1.04  0.21
H: 0.74 -0.71 -1.15  0.21
H: 2.44 1.05 -0.45  0.20

---

Record 4
One molecule with the formula C3H5FO2 at a distorted geometry. Source: the OMol25 dataset; level of theory: ωB97M-V/def2-TZVPD.

As for the largest force on an atom: 5.3 eV/Å. Its lowest unoccupied orbital energy is 0.4 eV. As for the charge: 0. The value obtained for the HOMO-LUMO gap is 0.39017 Eh. The value obtained for the total energy is -367.554121 hartree. The energy above the lowest of the compared OMol25 structures with the same formula, charge and spin is 64.7 kcal per mole.

Last column: natural (NBO) charge in e.
Cartesian coordinates (Å):
F: -0.52 1.36 -0.93  -0.35
O: -2.13 -0.77 -0.64  -0.50
O: 1.07 -1.22 -0.69  -0.72
C: 1.23 0.03 0.14  -0.07
C: -1.42 -0.43 0.32  0.37
C: -0.37 0.68 0.26  0.08
H: 2.00 0.76 -0.56  0.21
H: -0.39 1.47 1.16  0.19
H: 0.72 -0.72 -1.54  0.47
H: 1.45 -0.14 1.13  0.18
H: -1.64 -1.02 1.34  0.14

---

Record 5
A 2-piece molecular cluster, C3H5FO2P overall at a distorted geometry. Source: the OMol25 dataset; level of theory: ωB97M-V/def2-TZVPD.

As for the largest force on an atom: 6.9 eV/Å. Its lowest unoccupied orbital energy is 3.5 eV. As for the charge: -1. The value obtained for the HOMO-LUMO gap is 0.27051 Eh. The value obtained for the total energy is -708.921053 hartree. The energy above the lowest of the compared OMol25 structures with the same formula, charge and spin is 138.0 kcal per mole.

Last column: natural (NBO) charge in e.
Cartesian coordinates (Å):
P: -0.56 0.87 0.01  1.81
F: -1.43 -1.45 1.23  -0.39
O: 1.96 0.14 -1.56  -1.25
O: -1.65 1.18 -0.97  -1.05
C: -0.45 -0.94 0.31  0.02
C: -0.51 1.79 1.41  -1.03
C: 0.15 -1.84 -0.38  -0.43
H: -0.62 2.76 1.23  0.20
H: 1.15 -1.65 -0.92  0.31
H: 0.18 1.34 2.28  0.23
H: 1.81 0.65 -2.35  0.41
H: -0.03 -2.86 -0.29  0.19

---

Record 6
C3H5GdMgO3 as an isolated structure at a distorted geometry. Source: the OMol25 dataset; level of theory: ωB97M-V/def2-TZVPD.

As for the largest force on an atom: 3.7 eV/Å. Its spin multiplicity is 9. Its lowest unoccupied orbital energy (spin up / spin down) is -4.6 / -7.0 eV. As for the charge: +1. The value obtained for the HOMO-LUMO gap (spin up / spin down) is 0.19097 / 0.18747 Eh. The value obtained for the total energy is -1308.487787 hartree. The energy above the lowest of the compared OMol25 structures with the same formula, charge and spin is 0.0 kcal per mole.

Last column: Mulliken charge in e.
Cartesian coordinates (Å):
Gd: -1.22 0.65 -1.41  1.54
Mg: -4.87 0.60 0.01  0.38
O: -3.05 0.31 -0.23  -0.70
O: 0.48 -0.13 -2.33  -0.74
O: 0.54 0.49 0.29  -0.34
C: 1.56 -0.38 -1.62  -0.04
C: 1.65 -0.11 -0.30  -0.18
C: 0.13 0.03 1.57  -0.59
H: 2.46 -0.40 0.37  0.43
H: 2.42 -0.84 -2.12  0.39
H: -1.03 -0.12 1.68  0.21
H: 0.59 -0.95 1.80  0.36
H: 0.34 0.84 2.29  0.28

---

Record 7
A 2-piece molecular cluster, C3H5I overall at a distorted geometry. Source: the OMol25 dataset; level of theory: ωB97M-V/def2-TZVPD.

As for the largest force on an atom: 4.6 eV/Å. Its lowest unoccupied orbital energy is 0.4 eV. As for the charge: 0. The value obtained for the HOMO-LUMO gap is 0.37729 Eh. The value obtained for the total energy is -414.906176 hartree. The energy above the lowest of the compared OMol25 structures with the same formula, charge and spin is 42.8 kcal per mole.

Last column: natural (NBO) charge in e.
Cartesian coordinates (Å):
I: -0.47 1.10 -2.94  -0.11
C: 1.07 -0.46 0.32  0.00
C: -0.17 0.22 0.69  -0.70
C: 2.14 -0.88 -0.02  -0.28
H: 3.01 -1.37 -0.40  0.24
H: -0.13 -0.01 1.83  0.24
H: -0.16 1.36 0.52  0.25
H: -1.35 1.88 -4.15  0.11
H: -0.98 -0.32 0.36  0.24

---

Record 8
One molecule with the formula C3H5I at a distorted geometry. Source: the OMol25 dataset; level of theory: ωB97M-V/def2-TZVPD.

As for the largest force on an atom: 3.1 eV/Å. Its lowest unoccupied orbital energy is 0.5 eV. As for the charge: 0. The value obtained for the HOMO-LUMO gap is 0.34948 Eh. The value obtained for the total energy is -414.954176 hartree. The energy above the lowest of the compared OMol25 structures with the same formula, charge and spin is 12.7 kcal per mole.

Last column: natural (NBO) charge in e.
Cartesian coordinates (Å):
I: -0.16 0.40 -3.85  0.09
C: -0.09 -0.35 -1.82  -0.33
C: -0.11 0.46 -0.76  -0.21
C: -0.02 -0.05 0.65  -0.65
H: -0.88 0.14 1.34  0.23
H: 0.00 -1.44 -1.81  0.22
H: 1.05 0.09 1.06  0.23
H: 0.02 -1.07 0.57  0.21
H: -0.21 1.56 -0.81  0.21

---

Record 9
An isolated ion of composition C3H5I2N2 and charge +1 at a distorted geometry. Source: the OMol25 dataset; level of theory: ωB97M-V/def2-TZVPD.

As for the largest force on an atom: 7.8 eV/Å. Its lowest unoccupied orbital energy (spin up / spin down) is -6.2 / -6.2 eV. As for the charge: +1. The value obtained for the HOMO-LUMO gap (spin up / spin down) is 0.27381 / 0.27376 Eh. The value obtained for the total energy is -821.832281 hartree. The energy above the lowest of the compared OMol25 structures with the same formula, charge and spin is 67.4 kcal per mole.

Last column: natural (NBO) charge in e.
Cartesian coordinates (Å):
I: 1.09 1.38 2.45  0.18
I: -2.42 -0.01 1.50  0.62
N: 0.38 -0.23 -0.04  -0.54
N: 2.35 -0.79 0.79  -0.75
C: -1.68 0.40 -1.46  -0.77
C: -1.31 0.17 -0.07  0.17
C: 1.24 -0.12 0.91  0.35
H: -0.80 0.04 -2.25  0.30
H: -1.87 1.37 -1.71  0.30
H: -2.58 -0.10 -1.64  0.27
H: 2.48 -1.46 0.05  0.43
H: 3.12 -0.66 1.48  0.43

---

Record 10
An isolated ion of composition C3H5I2NO2PS and charge -1 at a distorted geometry. Source: the OMol25 dataset; level of theory: ωB97M-V/def2-TZVPD.

As for the largest force on an atom: 1.1 eV/Å. Its lowest unoccupied orbital energy (spin up / spin down) is 2.1 / 2.1 eV. As for the charge: -1. The value obtained for the HOMO-LUMO gap (spin up / spin down) is 0.21598 / 0.21601 Eh. The value obtained for the total energy is -1657.541525 hartree. The energy above the lowest of the compared OMol25 structures with the same formula, charge and spin is 27.0 kcal per mole.

Last column: natural (NBO) charge in e.
Cartesian coordinates (Å):
I: 3.26 -1.66 3.11  -0.02
I: 3.84 -2.56 -0.81  -0.30
S: -0.71 1.48 -1.53  -0.11
P: 1.97 -3.11 0.73  1.19
O: -1.39 -2.44 0.18  -0.68
O: 0.71 -3.22 -0.26  -0.87
N: 1.78 -1.52 1.39  -1.05
C: -0.39 0.33 -0.08  -0.49
C: -0.27 -2.14 -0.19  0.67
C: 0.30 -0.91 -0.45  -0.48
H: 0.89 -1.48 1.89  0.39
H: -1.36 2.39 -0.81  0.10
H: 1.24 -0.84 -0.97  0.22
H: -1.36 0.12 0.37  0.23
H: 0.22 0.95 0.59  0.20

---

Record 11
C3H5I2NOS as an isolated structure at a distorted geometry. Source: the OMol25 dataset; level of theory: ωB97M-V/def2-TZVPD.

As for the largest force on an atom: 4.1 eV/Å. Its lowest unoccupied orbital energy is -0.5 eV. As for the charge: 0. The value obtained for the HOMO-LUMO gap is 0.30239 Eh. The value obtained for the total energy is -1240.723492 hartree. The energy above the lowest of the compared OMol25 structures with the same formula, charge and spin is 48.0 kcal per mole.

Last column: natural (NBO) charge in e.
Cartesian coordinates (Å):
I: 0.09 -2.54 0.44  0.27
I: 4.15 0.81 0.41  -0.14
S: 2.12 -0.22 -0.41  1.32
O: 1.68 0.25 -1.68  -0.92
N: 1.10 0.45 0.71  -0.95
C: -1.14 0.26 -0.83  -0.48
C: -1.81 -0.02 0.54  -0.49
C: -0.52 -0.61 0.14  -0.03
H: 1.16 0.32 1.73  0.41
H: -2.17 0.80 1.29  0.26
H: -1.50 0.00 -1.87  0.25
H: -2.61 -0.70 0.46  0.23
H: -0.54 1.20 -0.94  0.28

---

Record 12
An isolated ion of composition C3H5IN and charge +1 at a distorted geometry. Source: the OMol25 dataset; level of theory: ωB97M-V/def2-TZVPD.

As for the largest force on an atom: 2.7 eV/Å. Its lowest unoccupied orbital energy is -4.8 eV. As for the charge: +1. The value obtained for the HOMO-LUMO gap is 0.33001 Eh. The value obtained for the total energy is -469.395529 hartree. The energy above the lowest of the compared OMol25 structures with the same formula, charge and spin is 1.8 kcal per mole.

Last column: natural (NBO) charge in e.
Cartesian coordinates (Å):
I: 2.64 -0.18 0.05  0.23
N: -0.45 -1.25 0.18  -0.70
C: -0.37 2.21 0.24  -0.07
C: 0.03 1.15 -0.17  -0.17
C: 0.43 -0.18 -0.48  -0.23
H: -0.13 -2.31 0.23  0.48
H: -1.37 -1.24 -0.27  0.45
H: -0.51 3.22 0.65  0.28
H: 0.41 -0.27 -1.58  0.28
H: -0.68 -1.13 1.14  0.45